No. 1
The following is a quantum chemistry calculation of a structure of composition C20H24ClNO5P2Y, from the Open Molecules 2025 dataset.

XYZ file:
```
54
Properties=species:S:1:pos:R:3:forces:R:3:nbo_charge:R:1
C 0.91090 -4.02723 -0.84482 -0.7 0.9 0.0 -0.1456
C 0.30477 -2.77662 -0.92766 0.5 -0.3 -0.4 -0.0572
C -0.26416 -2.19636 0.24692 0.2 0.8 0.8 0.1637
C -0.32627 -2.97776 1.44297 0.3 0.0 -0.5 -0.0525
C 0.27199 -4.26200 1.45919 0.5 -0.5 -0.2 -0.1581
C 0.92790 -4.75480 0.35011 -0.3 -0.2 0.9 -0.2139
C -0.95716 -2.41568 2.54808 -0.8 -0.4 -0.1 -0.0085
C -1.75800 -1.28523 2.41784 -0.2 0.1 0.2 -0.1368
C -1.66010 -0.53497 1.20977 1.2 0.0 0.1 0.3029
C -2.48264 0.62157 1.04843 -0.4 0.7 0.1 -0.0704
C -3.24705 1.06997 2.12058 0.5 -0.7 -1.0 -0.1377
C -3.29950 0.36542 3.32960 0.3 -1.0 0.6 -0.2075
C -2.61236 -0.82506 3.45831 -0.3 0.6 0.3 -0.1378
H 1.32071 -4.47050 -1.74451 0.1 0.1 0.0 0.2275
H 0.19779 -4.86270 2.36162 0.1 0.1 -0.1 0.2317
H 1.42266 -5.72435 0.37827 -0.2 0.2 0.1 0.2400
H -0.94974 -2.96210 3.47747 0.0 0.0 0.3 0.2301
H -3.86866 1.94465 1.98709 0.0 0.1 0.0 0.2267
H -3.91451 0.74148 4.14512 0.1 -0.2 -0.2 0.2389
H -2.70579 -1.42251 4.36519 0.1 0.2 -0.2 0.2311
N -0.66995 -0.87440 0.30717 -1.8 -1.0 -1.2 -0.6590
Y 1.21302 0.56107 0.29104 0.2 1.7 1.9 1.5921
C 0.32668 -2.04379 -2.25794 -0.2 -0.1 0.5 -0.7039
H -0.66797 -1.64460 -2.52286 0.4 -0.1 0.2 0.2574
H 0.64683 -2.74023 -3.04738 -0.1 0.3 0.2 0.2450
C -2.48609 1.42788 -0.24199 -0.1 -0.6 0.6 -0.7351
H -2.58409 0.76577 -1.12417 0.1 0.4 0.4 0.2540
H -3.30777 2.16489 -0.22528 0.2 -0.4 -0.1 0.2432
P 1.55779 -0.67759 -2.08612 -0.1 -1.7 -1.0 0.7706
P -0.89192 2.31868 -0.27352 -0.9 -0.2 -0.3 0.8751
C -1.21059 3.69339 0.84968 0.0 0.4 0.2 -0.9542
H -0.33275 4.35353 0.84936 -0.2 -0.1 0.1 0.2677
H -2.09782 4.25797 0.52386 0.3 -0.1 0.1 0.2412
H -1.36992 3.32015 1.86870 0.1 0.1 -0.2 0.2595
C -1.01807 3.05026 -1.91317 0.4 0.3 -0.5 -0.9440
H -1.94045 3.64210 -2.01375 0.3 -0.2 0.0 0.2452
H -0.14170 3.68717 -2.08102 -0.3 -0.1 -0.2 0.2647
H -1.02215 2.23776 -2.65483 0.0 0.3 0.1 0.2366
C 3.09945 -1.65300 -2.01114 0.2 0.2 -0.1 -0.9318
H 3.23063 -2.22449 -2.93705 0.1 0.1 0.2 0.2459
H 3.92265 -0.93836 -1.89377 0.0 -0.3 0.0 0.2597
H 3.09047 -2.34131 -1.15814 0.0 0.2 -0.1 0.2526
C 1.57607 0.05191 -3.71993 0.2 0.5 -0.5 -0.9346
H 2.29601 0.88529 -3.71137 -0.3 -0.2 -0.2 0.2663
H 1.87664 -0.69303 -4.47286 -0.1 0.3 0.2 0.2502
H 0.56830 0.43326 -3.94633 0.4 0.0 0.0 0.2512
C 1.47655 2.36193 2.10586 -2.1 1.4 3.5 0.4754
O 1.29767 2.97924 3.08081 0.8 -2.0 -3.0 -0.5033
H 1.09001 0.51113 2.29042 0.0 -1.0 0.2 -0.4706
O 2.69404 3.71251 0.91910 1.2 0.3 -1.4 -0.7350
Cl 3.08292 2.81903 -0.14123 -0.3 0.4 -0.1 2.4936
O 4.06220 3.38143 -0.99578 -0.4 -0.7 0.4 -0.7148
O 3.49840 1.50302 0.45500 -0.4 0.8 -0.9 -0.8331
O 1.82413 2.46618 -0.94098 1.7 0.2 0.7 -0.8937
```
Forces are in eV/Å.

Results
- Electronic energy: -64988.2898 eV
- Energy relative to the best compared isomer or geometry (same formula, charge and spin): 0.00 kcal per mole
- Net charge: +1

No. 2
The following is a quantum chemistry calculation of the molecule C4H7N3, from the Open Molecules 2025 dataset.

XYZ file:
```
14
Properties=species:S:1:pos:R:3:forces:R:3:mulliken_charge:R:1
C -1.83268 0.09166 -0.56750 0.0 0.0 -0.1 -1.0128
C -0.91914 -0.36002 0.56769 -0.1 -0.1 0.0 -0.4489
N 0.36920 0.32243 0.57922 0.2 0.1 -0.1 -0.2523
C 1.33285 -0.04387 -0.29810 -0.5 -0.6 -0.1 0.8138
N 1.32911 -1.05842 -1.03920 0.1 0.4 0.2 -0.6475
C 2.41811 1.25838 -0.56164 0.6 -0.3 0.7 -0.3579
N 2.93150 0.62026 0.30558 -0.3 0.6 -0.7 -0.1991
H -1.35579 -0.09735 -1.53392 -0.1 0.0 0.1 0.3147
H -2.05505 1.16176 -0.49174 0.0 -0.1 0.0 0.2869
H -2.78035 -0.45670 -0.53639 0.2 0.1 0.0 0.3295
H -0.70970 -1.42964 0.48566 0.0 0.1 0.0 0.2987
H -1.38379 -0.18423 1.54306 0.1 0.0 -0.1 0.3383
H 0.40821 1.27030 0.91947 0.0 -0.1 0.0 0.2683
H 2.20543 -1.19748 -1.52774 -0.1 0.0 0.0 0.2682
```
Forces are in eV/Å.

Results
- Electronic energy: -8729.2073 eV
- Energy relative to the best compared isomer or geometry (same formula, charge and spin): 57.01 kcal per mole
- Net charge: 0

> net charge of number 2 (C4H7N3)?

0